# 1
Here is 3 unconnected molecules or ions with the total composition C38H73ClIN3O7S from the OMol25 dataset. Energies are from ωB97M-V with the def2-TZVPD basis set.

Each line ends with the Löwdin charge.
CARTESIAN COORDINATES (ANGSTROEM)
C -9.015 -1.408 -0.076  -0.12
O -8.751 -0.729 -1.282  -0.19
C -7.409 -0.289 -1.368  -0.24
C -7.150 1.044 -0.646  -0.17
C -5.735 1.082 -0.055  -0.21
C -5.171 2.499 0.056  -0.20
C -4.755 3.066 -1.317  -0.20
C -3.250 3.312 -1.485  -0.20
C -2.381 2.101 -1.115  -0.22
C -2.276 1.104 -2.277  -0.19
C -2.029 -0.336 -1.785  -0.20
C -0.547 -0.576 -1.511  -0.18
C -0.187 -2.034 -1.240  -0.08
C -0.749 -2.703 0.057  -0.48
N -1.433 -3.855 -0.329  0.10
C -2.635 -3.976 -0.736  -0.35
C -2.949 -4.537 -2.095  -0.02
C -3.831 -3.645 0.128  -0.01
O -1.539 -1.721 0.867  -0.19
S -0.582 -0.929 1.857  0.55
O -0.355 0.407 1.425  -0.23
O -1.001 -1.123 3.197  -0.26
O 0.749 -1.779 1.524  -0.20
C 0.356 -3.072 1.094  -0.71
I -0.662 -4.276 2.648  1.03
C 1.459 -3.958 0.541  -0.24
C 2.834 -3.977 1.233  -0.69
C 3.415 -5.387 1.128  -0.14
Cl 2.814 -3.535 2.975  0.62
H -8.451 -2.346 -0.028  0.09
H -10.083 -1.613 -0.046  0.09
H -8.757 -0.799 0.799  0.08
H -7.170 -0.188 -2.428  0.12
H -6.745 -1.051 -0.936  0.11
H -7.275 1.852 -1.369  0.11
H -7.902 1.151 0.137  0.11
H -5.754 0.581 0.915  0.12
H -5.091 0.509 -0.734  0.10
H -5.918 3.164 0.493  0.11
H -4.320 2.493 0.736  0.08
H -5.272 4.018 -1.459  0.11
H -5.103 2.418 -2.128  0.10
H -2.942 4.213 -0.949  0.10
H -3.067 3.525 -2.544  0.11
H -1.391 2.485 -0.857  0.11
H -2.753 1.610 -0.214  0.09
H -3.182 1.138 -2.886  0.11
H -1.421 1.399 -2.891  0.11
H -2.605 -0.438 -0.864  0.09
H -2.398 -1.022 -2.554  0.11
H -0.185 0.067 -0.713  0.09
H 0.004 -0.279 -2.411  0.12
H 0.900 -2.080 -1.168  0.11
H -0.467 -2.648 -2.091  0.12
H -2.101 -4.445 -2.769  0.07
H -3.189 -5.603 -2.016  0.09
H -3.836 -4.034 -2.480  0.09
H -3.605 -3.982 1.139  0.06
H -4.705 -4.193 -0.220  0.08
H -4.031 -2.571 0.152  0.08
H 1.657 -3.707 -0.503  0.11
H 1.063 -4.969 0.544  0.08
H 3.540 -3.300 0.760  0.08
H 3.153 -5.855 0.178  0.08
H 2.968 -5.999 1.915  0.07
H 4.489 -5.387 1.307  0.08
C 8.275 -1.472 -2.289  -0.02
C 7.706 -2.516 -1.293  -0.47
C 8.485 -3.840 -1.366  -0.14
C 8.124 -4.750 -2.538  -0.17
C 6.613 -4.940 -2.624  -0.13
C 5.864 -3.611 -2.705  -0.49
N 6.244 -2.736 -1.546  -0.08
O 5.642 -3.127 -0.476  -0.03
C 6.167 -2.941 -4.054  -0.04
C 4.357 -3.846 -2.684  -0.04
C 7.906 -1.933 0.104  -0.05
H 7.542 -1.155 -3.025  0.06
H 8.574 -0.567 -1.761  0.08
H 9.149 -1.848 -2.822  0.09
H 8.311 -4.397 -0.439  0.12
H 9.551 -3.608 -1.385  0.12
H 8.522 -4.350 -3.474  0.11
H 8.606 -5.719 -2.397  0.11
H 6.354 -5.544 -3.496  0.13
H 6.271 -5.495 -1.744  0.13
H 5.683 -1.965 -4.121  0.09
H 5.774 -3.569 -4.854  0.09
H 7.228 -2.809 -4.249  0.06
H 4.052 -4.429 -1.816  0.06
H 4.072 -4.399 -3.579  0.09
H 3.815 -2.899 -2.673  0.09
H 7.301 -1.036 0.243  0.09
H 8.957 -1.665 0.215  0.09
H 7.651 -2.642 0.887  0.08
C 0.017 7.520 2.103  -0.02
C -1.202 7.119 2.975  -0.47
C -0.798 6.937 4.448  -0.14
C -0.111 5.614 4.779  -0.17
C -0.913 4.438 4.230  -0.13
C -1.177 4.566 2.731  -0.48
N -1.844 5.877 2.434  -0.09
O -3.095 5.830 2.742  -0.02
C 0.152 4.411 1.972  -0.03
C -2.059 3.427 2.242  -0.04
C -2.186 8.284 2.900  -0.05
H 0.226 6.796 1.322  0.06
H -0.175 8.463 1.591  0.08
H 0.923 7.646 2.698  0.09
H -1.696 7.018 5.068  0.12
H -0.157 7.775 4.733  0.12
H 0.912 5.604 4.393  0.10
H -0.022 5.521 5.863  0.11
H -0.391 3.498 4.417  0.13
H -1.869 4.378 4.761  0.13
H 0.002 4.544 0.899  0.09
H 0.531 3.402 2.137  0.09
H 0.928 5.100 2.297  0.06
H -2.990 3.359 2.802  0.09
H -1.534 2.479 2.362  0.08
H -2.300 3.555 1.188  0.06
H -2.576 8.401 1.888  0.09
H -1.657 9.197 3.177  0.09
H -3.026 8.157 3.578  0.08

Summary:
Highest occupied orbital energy (spin up / spin down)   -8.1 / -8.9 eV
Multiplicity   3
Kohn-Sham gap (spin up / spin down)   8.31 / 8.89 eV
E   -3338.529649 Eh

# 2
Here is 3 unconnected molecules or ions with the total composition C38H76Cl2N8O12P2SSi from the OMol25 dataset. Energies are from ωB97M-V with the def2-TZVPD basis set.

Each line ends with the Löwdin charge.
CARTESIAN COORDINATES (ANGSTROEM)
C 0.507 -3.560 -1.066  -0.05
C 0.347 -2.166 -1.704  -0.27
C 1.446 -1.702 -2.435  -0.06
C 1.403 -0.431 -3.025  -0.02
C 0.249 0.339 -2.877  -0.13
C 0.160 1.760 -3.495  -0.31
C 0.560 2.768 -2.342  -0.05
C 1.224 1.972 -4.606  -0.08
C -0.871 -0.139 -2.170  -0.22
O -2.026 0.610 -2.069  -0.05
C -2.103 1.332 -0.849  -0.07
C -3.407 2.204 -0.805  -0.48
O -3.113 3.283 0.018  0.08
N -3.673 2.631 -2.222  0.24
C -2.917 3.509 -2.619  -0.32
O -2.396 4.464 -3.018  0.20
O -4.441 1.341 -0.435  0.06
C -5.344 1.736 0.556  -0.43
O -4.802 1.765 1.865  0.08
C -6.192 3.011 0.289  -0.04
C -6.555 3.324 -1.182  -0.25
O -6.774 2.183 -2.002  -0.22
Si -7.277 2.573 -3.569  0.45
C -5.871 2.937 -4.773  -0.17
C -8.176 1.045 -4.260  -0.16
C -8.509 3.996 -3.670  -0.17
C -6.361 0.545 0.626  -0.22
O -7.229 0.643 1.774  0.08
C -8.472 0.718 1.359  -0.33
N -9.487 1.002 0.899  0.18
O -5.539 -0.592 0.845  -0.06
C -6.237 -1.788 0.633  -0.67
Cl -6.294 -2.712 2.207  0.63
C -5.553 -2.706 -0.387  -0.20
C -5.333 -2.059 -1.774  -0.17
C -6.664 -1.513 -2.421  -0.21
C -7.030 -2.197 -3.751  -0.26
S -7.302 -3.994 -3.592  0.35
O -7.964 -4.204 -2.328  -0.33
O -8.155 -4.392 -4.682  -0.35
Cl -5.529 -5.008 -3.757  0.40
C -0.807 -1.401 -1.566  0.04
H 0.430 -4.289 -1.889  0.08
H 1.532 -3.635 -0.672  0.07
H -0.256 -3.761 -0.305  0.07
H 2.348 -2.307 -2.569  0.11
H 2.278 -0.111 -3.588  0.11
H -0.868 1.921 -3.848  0.12
H -0.315 3.208 -1.843  0.04
H 1.100 2.186 -1.581  0.09
H 1.159 3.607 -2.727  0.08
H 2.218 1.811 -4.156  0.07
H 1.087 1.314 -5.476  0.08
H 1.211 3.034 -4.905  0.08
H -1.203 1.910 -0.596  0.13
H -2.219 0.583 -0.038  0.15
H -3.716 4.027 -0.122  0.12
H -4.668 2.706 2.044  0.11
H -5.709 3.923 0.693  0.13
H -7.143 2.936 0.844  0.13
H -7.487 3.925 -1.154  0.12
H -5.803 3.991 -1.653  0.11
H -5.060 2.196 -4.728  0.03
H -6.316 2.848 -5.785  0.04
H -5.513 3.977 -4.702  0.03
H -7.494 0.355 -4.781  0.02
H -8.747 0.522 -3.476  0.04
H -8.917 1.370 -5.014  0.04
H -8.987 4.077 -4.660  0.04
H -8.016 4.958 -3.448  0.03
H -9.322 3.865 -2.934  0.04
H -6.878 0.375 -0.328  0.15
H -7.284 -1.637 0.330  0.11
H -6.200 -3.589 -0.526  0.10
H -4.575 -3.046 -0.014  0.12
H -4.886 -2.751 -2.501  0.06
H -4.631 -1.211 -1.680  0.11
H -7.522 -1.635 -1.741  0.11
H -6.511 -0.428 -2.541  0.09
H -6.351 -1.960 -4.585  0.11
H -8.018 -1.816 -4.062  0.10
H -1.656 -1.800 -1.002  0.13
C 7.629 -0.251 -2.390  -0.14
N 6.558 0.704 -2.172  -0.30
C 6.640 1.779 -3.161  -0.14
P 5.887 1.182 -0.644  0.73
O 4.506 1.522 -1.165  -0.31
N 5.378 -0.215 0.241  -0.32
C 5.944 -1.538 0.065  -0.14
C 3.948 -0.352 0.493  -0.14
N 7.453 1.102 0.157  -0.27
C 7.373 1.091 1.645  -0.12
C 8.305 2.278 -0.157  -0.13
H 8.618 0.120 -2.087  0.08
H 7.693 -0.499 -3.453  0.08
H 7.463 -1.199 -1.889  0.05
H 7.424 2.511 -2.924  0.06
H 5.695 2.321 -3.225  0.07
H 6.847 1.386 -4.158  0.08
H 5.646 -1.982 -0.894  0.08
H 5.600 -2.209 0.859  0.08
H 7.031 -1.536 0.152  0.07
H 3.411 -0.705 -0.396  0.07
H 3.513 0.592 0.813  0.07
H 3.758 -1.060 1.305  0.06
H 6.829 1.959 2.027  0.09
H 8.377 1.092 2.073  0.09
H 6.895 0.197 2.030  0.05
H 7.789 3.220 0.048  0.09
H 8.622 2.280 -1.200  0.06
H 9.223 2.254 0.429  0.08
C 5.862 -4.135 5.765  -0.14
N 6.516 -2.838 5.760  -0.30
C 7.890 -2.970 6.244  -0.14
P 5.779 -1.303 6.095  0.72
O 6.718 -0.475 5.242  -0.31
N 4.401 -1.073 5.075  -0.33
C 3.624 -2.157 4.503  -0.15
C 4.477 0.009 4.099  -0.14
N 4.731 -1.988 7.333  -0.27
C 3.598 -1.106 7.719  -0.13
C 5.454 -2.239 8.607  -0.13
H 5.605 -4.493 6.772  0.08
H 6.523 -4.882 5.319  0.08
H 4.961 -4.160 5.163  0.05
H 7.944 -3.062 7.337  0.06
H 8.487 -2.103 5.958  0.07
H 8.379 -3.846 5.815  0.08
H 4.178 -2.680 3.713  0.08
H 2.702 -1.770 4.057  0.08
H 3.292 -2.868 5.260  0.07
H 5.088 -0.275 3.234  0.06
H 4.889 0.913 4.542  0.07
H 3.482 0.282 3.734  0.08
H 3.945 -0.126 8.058  0.09
H 3.021 -1.569 8.523  0.08
H 2.895 -0.952 6.907  0.07
H 5.975 -1.346 8.961  0.09
H 6.182 -3.043 8.505  0.06
H 4.763 -2.565 9.383  0.08

Summary:
Highest occupied orbital energy   -8.3 eV
Kohn-Sham gap   8.02 eV
E   -5125.102468 Eh

# 3
Here is 7 unconnected molecules or ions with the total composition C38H76N3O7Si from the OMol25 dataset. Energies are from ωB97M-V with the def2-TZVPD basis set.

Each line ends with the Löwdin charge.
CARTESIAN COORDINATES (ANGSTROEM)
C -0.152 -4.176 -3.352  0.12
C 0.781 -3.542 -2.939  -0.15
C 1.901 -2.991 -2.168  -0.19
C 1.869 -1.447 -2.084  -0.15
C 2.705 -0.890 -0.918  -0.06
N 1.996 -0.439 0.290  0.08
C 2.086 0.874 0.735  -0.09
C 2.803 2.056 0.148  -0.18
N 3.904 2.515 1.015  0.04
C 1.370 0.968 1.878  -0.24
O 1.219 2.051 2.640  0.00
C -0.112 2.650 2.601  -0.14
C -0.043 4.066 2.014  -0.16
C -0.814 5.121 2.856  -0.23
C -1.948 5.771 2.034  -0.11
N 0.842 -0.297 2.128  0.10
C 0.046 -0.556 3.317  -0.10
C 0.965 -1.015 4.440  -0.10
C 1.501 -2.266 4.449  0.04
C 1.211 -1.122 1.143  -0.15
C 0.804 -2.552 1.052  -0.07
C -0.378 -2.761 0.059  -0.15
C -1.764 -2.702 0.733  -0.16
C -2.701 -1.685 0.043  -0.20
C -3.793 -2.327 -0.843  -0.18
C -4.265 -1.296 -1.884  -0.21
C -3.700 -1.531 -3.283  -0.25
C -2.226 -1.122 -3.477  -0.25
Si -1.837 0.721 -3.433  0.59
C -1.739 1.462 -1.699  -0.17
C -3.020 1.757 -4.475  -0.15
C -0.123 0.946 -4.193  -0.24
C 0.682 -0.119 -4.596  -0.13
C 1.936 0.081 -5.162  -0.10
C 2.424 1.365 -5.367  -0.07
C 1.621 2.442 -4.995  -0.08
C 0.387 2.237 -4.407  -0.09
H -1.044 -4.627 -3.719  0.04
H 2.002 -3.485 -1.204  0.10
H 2.801 -3.256 -2.733  0.12
H 0.862 -1.037 -2.117  0.09
H 2.373 -1.094 -2.984  0.09
H 3.193 0.003 -1.295  0.11
H 3.517 -1.568 -0.648  0.14
H 3.138 1.880 -0.872  0.11
H 2.049 2.847 0.058  0.12
H 3.519 3.206 1.649  0.07
H 4.565 3.013 0.429  0.07
H -0.800 2.044 2.010  0.13
H -0.442 2.718 3.637  0.12
H 0.996 4.388 1.923  0.11
H -0.471 4.064 1.009  0.10
H -1.276 4.631 3.711  0.07
H -0.148 5.924 3.164  0.11
H -2.250 6.683 2.546  0.07
H -2.812 5.108 1.974  0.07
H -1.631 6.013 1.018  0.07
H -0.716 -1.318 3.161  0.12
H -0.461 0.350 3.635  0.11
H 1.171 -0.352 5.278  0.11
H 2.575 -2.435 4.494  0.06
H 0.892 -3.170 4.408  0.07
H 0.414 -2.819 2.031  0.08
H 1.632 -3.235 0.873  0.11
H -0.336 -1.936 -0.648  0.08
H -0.269 -3.724 -0.426  0.10
H -1.716 -2.420 1.785  0.08
H -2.259 -3.674 0.707  0.11
H -2.132 -1.023 -0.617  0.06
H -3.183 -1.038 0.780  0.12
H -4.641 -2.545 -0.192  0.11
H -3.412 -3.241 -1.300  0.11
H -4.085 -0.286 -1.508  0.09
H -5.352 -1.385 -1.969  0.11
H -3.766 -2.601 -3.509  0.10
H -4.336 -1.031 -4.015  0.10
H -1.947 -1.452 -4.485  0.08
H -1.562 -1.678 -2.804  0.05
H -1.407 2.499 -1.803  0.03
H -2.693 1.469 -1.170  0.03
H -0.982 0.954 -1.093  0.01
H -4.022 1.332 -4.517  0.03
H -3.068 2.757 -4.036  0.03
H -2.612 1.868 -5.480  0.04
H 0.345 -1.146 -4.485  0.08
H 2.546 -0.763 -5.466  0.11
H 3.390 1.528 -5.824  0.10
H 2.001 3.440 -5.191  0.08
H -0.215 3.091 -4.113  0.10
C 2.220 6.781 -4.380  -0.14
O 2.727 5.451 -4.478  -0.14
H 1.680 6.998 -5.298  0.08
H 1.535 6.876 -3.533  0.08
H 3.034 7.501 -4.267  0.08
H 3.203 5.267 -3.664  0.07
C 0.513 -6.725 0.479  -0.13
O 0.539 -5.667 1.442  -0.14
H 1.208 -6.468 -0.317  0.08
H 0.825 -7.669 0.931  0.08
H -0.487 -6.840 0.055  0.08
H -0.077 -5.898 2.143  0.08
C -4.310 4.110 4.652  -0.15
O -3.364 5.160 4.834  -0.14
H -4.029 3.541 3.766  0.07
H -4.310 3.447 5.519  0.06
H -5.310 4.524 4.506  0.08
H -3.634 5.642 5.621  0.07
C -3.406 3.361 8.995  -0.14
O -3.301 3.965 7.706  -0.14
H -4.391 2.907 9.068  0.08
H -2.647 2.586 9.125  0.08
H -3.300 4.107 9.785  0.08
H -2.430 4.365 7.643  0.08
C 5.241 -4.005 3.925  -0.16
O 4.142 -4.552 4.648  -0.13
H 5.683 -3.223 4.537  0.08
H 5.997 -4.768 3.726  0.08
H 4.909 -3.571 2.976  0.07
H 3.756 -5.246 4.105  0.07
C 2.885 -6.214 -4.826  -0.16
O 1.891 -7.190 -4.543  -0.12
H 3.858 -6.661 -4.643  0.08
H 2.828 -5.897 -5.870  0.08
H 2.760 -5.345 -4.171  0.05
H 1.034 -6.789 -4.708  0.06

Summary:
Highest occupied orbital energy   -11.1 eV
Kohn-Sham gap   8.75 eV
E   -2473.499589 Eh
Net charge   +1